Here is a structure of composition C36H31FN2OPdS2Te from OMol25. Energies are from the ωB97M-V functional and the def2-TZVPD basis.

Properties
Energy relative to the best compared isomer or geometry (same formula, charge and spin) ... 0.1365 eV
Total charge ... -1
Lowest unoccupied orbital energy (alpha / beta) ... 2.291 / 1.379 eV
⟨S²⟩ ... 0.7653
Spin multiplicity ... 2
Gap between HOMO and LUMO (alpha / beta) ... 0.2580 / 0.2259 Eh

Each line ends with the Mulliken charge.
Positions of all 75 atoms, in Å:
1 Pd 1.1667 -1.2281 -1.1403  0.5671
2 S 2.3519 -4.2926 0.5396  -0.4719
3 C 1.6031 -4.2887 -0.9647  -0.1393
4 N 1.1781 -3.2494 -1.6727  0.2542
5 C 0.5608 -3.6086 -2.8647  -0.2352
6 C -0.0106 -2.7215 -3.7757  -0.1653
7 C -0.5989 -3.2311 -4.9206  -0.8816
8 C -0.6279 -4.6038 -5.1675  -0.4676
9 C -0.0707 -5.4927 -4.2616  -0.4800
10 C 0.5180 -4.9855 -3.1114  0.5400
11 S 1.2692 -5.8218 -1.7914  -0.3070
12 H 0.0076 -1.6562 -3.5734  0.5450
13 H -1.0437 -2.5495 -5.6347  0.4102
14 H -1.0912 -4.9797 -6.0712  0.3542
15 H -0.0960 -6.5596 -4.4449  0.3803
16 C -2.8355 2.1638 6.7594  -1.5364
17 C -2.0380 1.7763 5.5424  0.7417
18 C -1.5920 2.7300 4.6402  -1.2747
19 C -0.8453 2.3833 3.5162  1.0346
20 C -0.3926 3.4763 2.5822  -0.9846
21 C -0.5357 1.0379 3.2882  -0.3722
22 Te 0.6635 0.5035 1.5532  0.6547
23 N 1.1942 0.7478 -0.7809  -0.9254
24 C 0.3688 1.5350 -1.4702  0.6142
25 O -0.2961 1.1697 -2.4545  -0.7543
26 C 0.3303 2.9937 -1.0731  0.3547
27 C -0.8043 3.7435 -1.3680  -0.3566
28 C -0.8772 5.0801 -1.0064  -0.5993
29 C 0.1993 5.6873 -0.3707  -0.4551
30 C 1.3452 4.9514 -0.1008  -0.6928
31 C 1.4073 3.6081 -0.4439  -0.0840
32 C -0.8261 -0.7837 0.7674  0.4987
33 C -0.5062 -2.1382 0.6749  -0.8997
34 C -1.3971 -3.0341 0.0818  -0.4104
35 C -2.6079 -2.5746 -0.3926  -0.9050
36 C -2.9371 -1.2286 -0.2659  -0.6403
37 C -2.0680 -0.3129 0.3096  0.7175
38 C -2.4815 1.1220 0.4566  -0.9516
39 C -0.9681 0.0590 4.1947  1.4875
40 C -0.6675 -1.4050 4.0121  -1.6644
41 C -1.7150 0.4477 5.3033  -1.0257
42 H -3.0900 3.2234 6.7421  0.3397
43 H -2.2722 1.9680 7.6743  0.3264
44 H -3.7635 1.5924 6.8190  0.3481
45 H -1.8290 3.7757 4.8101  0.2539
46 H -0.7490 4.4489 2.9223  0.4170
47 H -0.7558 3.3151 1.5650  -0.0814
48 H 0.6961 3.5217 2.5154  0.3671
49 H -1.6191 3.2521 -1.8852  0.3941
50 H -1.7706 5.6528 -1.2249  0.3882
51 H 0.1470 6.7334 -0.0937  0.3962
52 H 2.1916 5.4238 0.3830  0.4067
53 H 2.2896 3.0174 -0.2336  0.4745
54 H 0.4258 -2.5174 1.0870  0.4150
55 H -1.1236 -4.0787 -0.0043  0.5314
56 H -3.3009 -3.2576 -0.8680  0.3817
57 H -3.8919 -0.8751 -0.6387  0.3847
58 H -3.3793 1.3257 -0.1270  0.4303
59 H -1.6961 1.7960 0.1163  -0.3414
60 H -2.6847 1.3601 1.5040  0.2985
61 H 0.3577 -1.5669 3.6744  0.3101
62 H -1.3234 -1.8488 3.2609  0.2596
63 H -0.8123 -1.9446 4.9481  0.4538
64 H -2.0485 -0.3141 6.0019  0.3596
65 F 6.2285 -0.4810 -4.4219  -0.3702
66 C 5.0890 -0.6395 -3.6897  0.4424
67 C 5.0754 -1.5744 -2.6778  -0.7196
68 C 3.9076 -1.7382 -1.9380  -0.0881
69 C 2.7870 -0.9588 -2.2095  0.2184
70 C 2.8351 -0.0209 -3.2366  -0.0905
71 C 3.9933 0.1396 -3.9918  -0.7641
72 H 5.9591 -2.1672 -2.4791  0.4311
73 H 3.8761 -2.4803 -1.1484  0.2399
74 H 1.9677 0.5889 -3.4560  0.2708
75 H 4.0493 0.8582 -4.7994  0.4419